(1)
C100H213N13O12 | the ωB97M-V functional and the def2-TZVPD basis

Structure (ORCA input):
```
! wB97M-V def2-TZVPD RIJCOSX def2/J DEFGRID3
* xyz 0 1
C 4.37 0.40 -2.14
C 5.19 -0.46 -1.16
C 5.28 -1.89 -1.84
C 6.45 -2.68 -1.20
C 7.80 -1.87 -1.11
C 7.65 -0.49 -0.37
N 6.54 0.17 -1.06
O 6.37 1.48 -0.73
C 7.40 -0.66 1.10
C 8.82 0.43 -0.53
C 4.44 -0.55 0.17
H 3.91 1.20 -1.57
H 3.59 -0.15 -2.74
H 5.09 0.66 -2.92
H 4.34 -2.48 -1.81
H 5.55 -1.67 -2.84
H 6.66 -3.61 -1.70
H 6.11 -2.81 -0.16
H 8.08 -1.58 -2.11
H 8.59 -2.46 -0.61
H 8.37 -0.73 1.60
H 6.87 0.19 1.45
H 6.96 -1.57 1.49
H 9.72 -0.15 -0.67
H 8.78 1.04 -1.46
H 8.97 1.05 0.34
H 3.43 -0.88 0.07
H 4.53 0.41 0.68
H 4.94 -1.27 0.81
H 6.44 1.59 0.24
C 2.94 -2.46 -6.87
C 2.43 -3.91 -6.45
C 3.51 -4.89 -6.88
C 3.25 -6.26 -6.27
C 3.31 -6.12 -4.68
C 2.14 -5.13 -4.20
N 2.27 -3.89 -4.95
O 1.20 -2.99 -4.69
C 0.80 -5.84 -4.34
C 2.42 -4.77 -2.69
C 1.09 -4.20 -7.13
H 3.90 -2.10 -6.46
H 2.19 -1.70 -6.63
H 3.06 -2.55 -7.93
H 3.51 -4.92 -7.96
H 4.49 -4.58 -6.58
H 4.02 -6.97 -6.53
H 2.26 -6.63 -6.50
H 4.28 -5.63 -4.29
H 3.12 -7.07 -4.30
H 0.70 -6.22 -5.31
H 0.75 -6.64 -3.60
H 0.09 -5.08 -4.10
H 3.34 -4.23 -2.56
H 1.66 -4.11 -2.33
H 2.47 -5.72 -2.18
H 0.26 -3.69 -6.60
H 0.83 -5.30 -7.09
H 1.26 -3.95 -8.19
H 1.57 -2.29 -4.13
C -5.38 3.82 2.66
C -4.16 4.33 1.85
C -4.41 5.86 1.43
C -3.11 6.41 0.89
C -2.12 6.45 1.99
C -1.81 5.07 2.50
N -3.05 4.32 2.87
O -2.72 3.00 3.15
C -0.95 4.31 1.49
C -1.07 5.32 3.87
C -3.94 3.39 0.65
H -6.38 3.65 2.23
H -5.57 4.62 3.42
H -5.04 2.93 3.24
H -5.18 5.78 0.60
H -4.86 6.44 2.23
H -3.27 7.39 0.36
H -2.74 5.74 0.17
H -2.51 6.98 2.86
H -1.16 6.94 1.73
H -0.07 4.85 1.20
H -0.48 3.40 1.92
H -1.46 3.94 0.59
H -0.17 5.89 3.54
H -1.63 6.00 4.53
H -0.91 4.40 4.38
H -4.94 3.27 0.15
H -3.56 2.37 1.02
H -3.19 3.78 0.01
H -2.93 2.91 4.08
C -0.64 1.62 6.95
C -1.48 0.50 6.36
C -1.22 -0.80 7.15
C -2.25 -1.92 6.78
C -3.66 -1.40 7.13
C -3.96 -0.08 6.37
N -2.87 0.88 6.67
O -3.10 2.20 6.07
C -4.20 -0.29 4.88
C -5.24 0.45 7.06
C -1.14 0.40 4.84
H 0.38 1.26 6.89
H -0.89 1.75 8.01
H -0.84 2.55 6.45
H -0.24 -1.22 6.93
H -1.35 -0.78 8.18
H -2.12 -2.91 7.29
H -2.11 -2.16 5.71
H -3.76 -1.33 8.21
H -4.48 -2.02 6.79
H -4.53 0.64 4.47
H -3.30 -0.78 4.36
H -5.03 -0.95 4.73
H -5.80 1.20 6.54
H -5.86 -0.39 7.23
H -4.80 0.83 7.96
H -0.45 1.21 4.53
H -2.01 0.50 4.25
H -0.56 -0.50 4.63
H -3.28 2.80 6.80
C -2.59 6.43 -5.40
C -3.26 5.72 -4.21
C -3.94 6.85 -3.41
C -4.91 6.31 -2.33
C -6.03 5.59 -3.12
C -5.38 4.40 -3.84
N -4.33 4.94 -4.79
O -3.75 3.95 -5.55
C -4.89 3.27 -2.97
C -6.46 3.93 -4.83
C -2.11 5.05 -3.40
H -2.10 7.29 -4.99
H -3.34 6.82 -6.07
H -1.92 5.83 -6.03
H -3.12 7.42 -2.97
H -4.47 7.56 -4.09
H -5.30 7.09 -1.62
H -4.33 5.65 -1.74
H -6.31 6.25 -3.93
H -6.83 5.23 -2.55
H -4.43 3.63 -2.06
H -5.68 2.60 -2.62
H -4.27 2.53 -3.49
H -6.91 4.70 -5.43
H -6.21 3.11 -5.45
H -7.21 3.52 -4.13
H -2.42 4.62 -2.41
H -1.33 5.85 -3.16
H -1.60 4.26 -3.89
H -3.34 3.40 -4.84
C 2.03 -5.28 5.84
C 1.81 -4.24 4.72
C 2.16 -2.81 5.20
C 3.73 -2.77 5.24
C 4.44 -3.06 3.92
C 4.01 -4.37 3.30
N 2.50 -4.47 3.41
O 2.06 -5.74 2.91
C 4.43 -4.45 1.81
C 4.66 -5.52 4.00
C 0.32 -4.31 4.50
H 2.95 -4.96 6.31
H 1.97 -6.31 5.48
H 1.26 -5.15 6.60
H 1.73 -2.04 4.54
H 1.74 -2.64 6.13
H 4.03 -3.41 6.06
H 4.11 -1.75 5.41
H 5.55 -3.10 4.04
H 4.22 -2.31 3.17
H 4.09 -5.44 1.40
H 3.97 -3.55 1.26
H 5.54 -4.30 1.73
H 5.73 -5.52 3.68
H 4.58 -5.45 5.09
H 4.32 -6.46 3.61
H -0.07 -3.53 3.82
H -0.23 -4.00 5.43
H 0.00 -5.29 4.25
H 1.91 -5.52 1.99
C 2.23 1.83 2.55
C 3.18 2.06 3.82
C 4.35 1.12 3.71
C 5.52 1.58 4.60
C 5.93 3.07 4.43
C 4.70 4.04 4.52
N 3.62 3.50 3.65
O 2.49 4.33 3.88
C 4.24 4.16 6.02
C 5.16 5.40 4.03
C 2.34 1.74 5.08
H 1.94 0.77 2.58
H 2.79 1.91 1.63
H 1.39 2.54 2.64
H 3.92 0.18 4.14
H 4.76 0.96 2.70
H 6.32 0.89 4.48
H 5.29 1.50 5.70
H 6.32 3.12 3.39
H 6.70 3.50 5.09
H 4.00 3.15 6.36
H 5.05 4.70 6.47
H 3.26 4.75 5.98
H 4.39 6.21 4.12
H 6.03 5.74 4.60
H 5.58 5.33 3.05
H 2.96 1.21 5.87
H 1.61 0.99 4.77
H 1.95 2.66 5.42
H 2.22 4.56 2.98
C 5.51 5.26 -1.50
C 4.18 4.84 -1.99
C 3.58 3.96 -0.87
C 3.18 4.64 0.42
C 2.19 5.76 0.02
C 2.64 6.79 -1.12
N 3.23 5.96 -2.21
O 3.83 6.86 -3.14
C 1.33 7.30 -1.66
C 3.56 7.93 -0.70
C 4.23 4.03 -3.36
H 6.03 5.94 -2.28
H 6.18 4.37 -1.41
H 5.43 5.75 -0.55
H 2.69 3.47 -1.35
H 4.29 3.16 -0.65
H 4.03 5.10 0.95
H 2.66 3.91 1.08
H 2.00 6.50 0.84
H 1.23 5.40 -0.39
H 0.72 7.71 -0.86
H 1.36 8.06 -2.43
H 0.74 6.46 -2.01
H 4.47 7.40 -0.25
H 3.93 8.38 -1.60
H 3.05 8.60 -0.03
H 4.87 3.13 -3.27
H 4.70 4.75 -4.08
H 3.21 3.86 -3.68
H 3.27 6.94 -3.87
C -5.62 -4.27 -1.35
C -5.95 -5.06 -0.06
C -7.27 -5.90 -0.25
C -7.45 -6.85 0.95
C -6.29 -7.86 0.87
C -4.96 -7.12 1.04
N -4.85 -6.04 -0.01
O -3.65 -5.34 0.25
C -4.71 -6.67 2.46
C -3.80 -8.15 0.77
C -6.04 -3.99 0.98
H -5.47 -5.01 -2.16
H -4.77 -3.62 -1.29
H -6.43 -3.63 -1.68
H -8.07 -5.13 -0.27
H -7.22 -6.33 -1.25
H -8.40 -7.36 0.80
H -7.39 -6.22 1.81
H -6.30 -8.41 -0.08
H -6.29 -8.60 1.64
H -4.87 -7.54 3.13
H -3.72 -6.24 2.56
H -5.39 -5.86 2.81
H -2.87 -7.52 0.67
H -3.63 -8.88 1.59
H -3.92 -8.56 -0.25
H -6.90 -3.40 0.74
H -5.09 -3.46 0.90
H -6.25 -4.29 1.98
H -3.31 -5.23 -0.62
C -1.59 1.35 -5.58
C -2.45 0.17 -5.90
C -1.89 -0.55 -7.11
C -2.58 -1.85 -7.32
C -2.31 -2.73 -6.16
C -2.96 -2.23 -4.85
N -2.49 -0.82 -4.79
O -2.93 -0.09 -3.57
C -4.52 -2.44 -4.84
C -2.37 -2.96 -3.65
C -3.93 0.65 -6.30
H -0.67 1.02 -5.14
H -2.03 2.07 -4.92
H -1.41 1.92 -6.46
H -1.90 0.07 -8.02
H -0.79 -0.70 -6.90
H -2.05 -2.29 -8.25
H -3.63 -1.70 -7.48
H -1.25 -2.62 -6.01
H -2.61 -3.73 -6.13
H -4.94 -2.05 -5.80
H -4.69 -3.57 -4.79
H -4.97 -2.06 -3.96
H -2.81 -3.97 -3.68
H -1.31 -2.93 -3.78
H -2.82 -2.56 -2.76
H -4.25 1.41 -5.59
H -4.60 -0.18 -6.44
H -3.77 1.24 -7.19
H -2.23 -0.23 -2.95
C -3.29 -0.96 -0.04
C -1.75 -0.74 0.03
C -1.15 -2.16 -0.16
C 0.33 -2.15 -0.28
C 0.75 -1.30 -1.46
C 0.17 0.14 -1.46
N -1.28 0.09 -1.09
O -1.63 1.48 -0.97
C 1.02 1.00 -0.49
C 0.39 0.64 -2.91
C -1.41 -0.25 1.45
H -3.90 -0.09 0.18
H -3.51 -1.57 0.84
H -3.64 -1.54 -0.89
H -1.51 -2.73 0.71
H -1.55 -2.61 -1.07
H 0.66 -3.18 -0.45
H 0.91 -1.80 0.59
H 0.29 -1.83 -2.34
H 1.84 -1.24 -1.54
H 1.15 0.44 0.47
H 2.01 1.13 -0.89
H 0.58 2.01 -0.38
H -0.05 -0.12 -3.60
H 0.10 1.63 -3.23
H 1.49 0.53 -3.08
H -2.02 -0.78 2.21
H -1.67 0.76 1.59
H -0.33 -0.38 1.67
H -2.33 1.59 -1.62
C -0.15 -5.25 0.45
O 0.99 -4.96 0.50
N -0.81 -5.45 -0.75
N -0.96 -5.34 1.58
H -0.18 -5.74 -1.43
H -1.59 -6.07 -0.52
H -0.64 -4.56 2.11
H -1.91 -5.14 1.41
*
```

Summary:
Frontier orbital gap   8.475 eV
E_HOMO   -8.0 eV
Energy above the lowest of the compared OMol25 structures with the same formula, charge and spin   0.0 kJ/mol
SMILES string   CC1(C)CCCC(C)(C)N1O.CC1(C)CCCC(C)(C)N1O.CC1(C)CCCC(C)(C)N1O.CC1(C)CCCC(C)(C)N1O.CC1(C)CCCC(C)(C)N1O.CC1(C)CCCC(C)(C)N1O.CC1(C)CCCC(C)(C)N1O.CC1(C)CCCC(C)(C)N1O.CC1(C)CCCC(C)(C)N1O.CC1(C)CCCC(C)(C)N1O.CC1(C)CCCC(C)(C)N1O.NC(N)=O



(2)
C3H7NO3S | the ωB97M-V functional and the def2-TZVPD basis

Structure (ORCA input):
```
! wB97M-V def2-TZVPD RIJCOSX def2/J DEFGRID3
* xyz -3 2
C -2.42 -0.01 -0.14
C -3.68 -0.30 0.18
S -6.69 0.67 -0.01
N 1.65 -0.51 -0.27
C 2.93 -0.38 -0.49
O 3.68 0.10 0.67
O 3.59 -0.53 -1.53
H -2.09 0.04 -1.17
H -1.61 -0.04 0.59
H -3.98 -0.55 1.20
H -4.52 0.19 -0.37
H 1.33 -0.07 0.58
H 6.94 0.62 0.67
H 4.58 -0.32 0.63
O 6.64 -0.18 1.13
*
```

Summary:
Frontier orbital gap (spin up / spin down)   5.519 / 4.986 eV
E_HOMO (spin up / spin down)   1.7 / 1.7 eV